# 1
Molecular formula: C52H124N4O20
Method: DFT, ωB97M-V/def2-TZVPD

Each line ends with the Mulliken charge.
Atoms and positions in Å:
C (-0.4553, 1.6323, -2.3211)  -1.699
H (6.9849, 1.3495, -3.8382)  0.304
H (3.8497, 8.1798, 1.6537)  0.487
H (-3.2234, 3.4679, -4.2992)  0.424
H (0.7712, 4.1339, 0.9454)  0.340
H (3.6958, 0.1014, 8.8614)  0.385
H (1.3222, 4.5108, 2.4532)  0.477
C (0.0592, 0.6117, -1.2819)  2.245
C (-7.1157, -1.4725, -1.7947)  -0.053
H (2.4659, -7.1676, -5.3135)  0.339
H (-3.7725, -0.8426, -1.5635)  0.070
H (-3.0153, 3.9841, -2.6788)  0.256
C (-3.5745, 5.8387, 1.4282)  -0.217
H (0.4592, 6.5839, -0.3531)  0.195
C (5.0040, -4.8374, -1.7730)  -1.215
O (-7.9025, -0.8488, 2.9940)  -0.530
C (1.8462, -4.0381, 3.1328)  -0.690
C (1.5956, -6.1777, -2.7797)  -1.722
C (0.8891, 1.1223, 4.0253)  -1.693
C (1.4258, 0.0742, -1.7354)  -2.045
O (7.7746, 2.7485, -2.6461)  -0.525
H (1.8442, -3.4228, -1.3650)  0.133
H (1.6850, -5.9122, -1.7244)  0.472
H (-2.0801, -5.1153, -4.6624)  0.197
C (-5.7173, -1.7844, 2.3268)  -0.371
O (-3.8673, 5.3723, -3.7824)  -0.585
H (-0.8746, 2.7575, 4.9550)  0.324
H (-1.0181, -0.0835, 7.5635)  0.360
H (-0.2429, -5.8884, -1.0705)  0.264
C (3.1091, 7.6990, -0.3860)  -1.124
H (-3.0237, 0.7198, -1.6527)  -0.197
O (2.4375, 4.1872, -1.4831)  -0.131
H (-0.6163, -5.1712, -5.3806)  -0.008
H (-5.7391, 5.2888, 0.7940)  0.343
H (1.6673, 2.7079, 8.4037)  0.343
H (-5.2672, -2.7299, 1.9903)  0.253
C (0.5325, 1.0584, 5.5264)  2.011
H (8.4821, 2.5949, -3.2738)  0.328
C (-2.0977, -5.5354, -1.2252)  0.325
H (-5.5609, -2.8112, -1.1457)  0.088
O (-0.8723, -1.3828, -2.3079)  0.407
H (-6.1522, -2.8229, -3.8986)  0.293
H (-0.6377, -3.4442, -7.0728)  0.341
H (-0.1136, -3.2914, 3.1908)  0.250
C (-3.7518, 3.9788, -3.4906)  -0.572
C (3.4636, 0.2331, 7.8024)  -1.667
N (2.8098, 5.2689, -0.6627)  0.385
C (4.5578, -6.3480, -1.7803)  -0.713
N (-0.7690, -0.6011, -1.1442)  0.583
O (-8.2326, -1.4971, -2.7252)  -0.567
H (-2.0202, -4.7160, -1.9463)  -0.181
H (3.2682, 4.0154, -1.9410)  0.206
H (0.9250, 0.6983, 0.6944)  0.291
H (3.2226, 2.8688, 0.3312)  -0.083
H (-2.1119, -5.8036, -7.0126)  0.340
H (0.6443, -2.1168, 1.0024)  -0.156
H (2.5018, -4.3501, 2.2997)  0.192
H (-2.7705, 6.2040, 2.0818)  0.299
H (-2.5096, -7.6500, -1.2908)  0.459
O (-5.8429, 6.2510, 0.8345)  -0.515
C (-0.2473, -0.7658, 7.1975)  -1.056
H (1.3283, -0.3510, -2.7368)  0.521
H (1.8108, -0.7492, -1.1335)  0.372
H (0.1208, 2.5554, -2.3642)  0.122
N (1.7948, 1.1252, 6.2328)  0.475
H (1.1944, 2.0933, 3.6221)  0.373
H (1.8603, -5.4766, -5.5233)  0.208
C (2.7841, 4.9930, 0.7983)  1.723
H (3.5281, -5.7056, -5.4604)  0.607
H (-8.2402, -0.6345, -3.1422)  0.339
C (3.8928, -3.8986, -2.2503)  1.938
C (5.4206, 2.2116, -2.5381)  0.038
C (2.8757, -3.6489, -1.0832)  -1.435
C (-0.4777, 2.1963, 5.8072)  -1.780
H (5.4062, -6.9053, -1.3738)  0.469
O (-5.2177, -0.7232, 1.5539)  -0.142
H (-5.2177, -1.8333, 3.3073)  0.410
H (1.6967, -1.5688, 7.4698)  0.443
H (-1.0369, -2.8817, -4.3215)  -0.524
H (-4.0355, 0.4009, -0.2733)  0.330
C (0.9795, 6.8911, -1.2596)  -1.581
H (-0.9878, -0.4727, 1.5100)  0.025
C (-1.7155, 0.1237, 0.9443)  -2.528
H (0.7690, -5.6312, -3.2356)  0.397
O (-5.6391, 3.5891, -2.0187)  -0.459
C (1.1812, -0.6749, 7.8155)  -1.193
H (0.2534, 1.6679, 8.6604)  0.313
C (2.9590, 6.5817, -2.6964)  -1.937
H (-5.6158, 3.1902, -4.0713)  0.259
H (2.2125, 2.9704, 5.8354)  0.367
H (0.6088, 2.3079, -0.0998)  -0.832
H (-3.9767, 5.9311, -3.0098)  0.333
C (0.2413, 1.2974, 0.0895)  -0.107
N (3.2351, -4.4476, -3.4464)  0.249
O (2.6756, 2.1123, 5.8377)  -0.456
H (-1.5053, 1.9316, -2.2688)  0.112
H (4.6442, 3.8257, 0.7439)  0.382
O (-0.9692, -5.8514, -0.4317)  -0.593
H (2.9214, -4.4673, -0.3670)  0.124
C (-4.8252, 6.5877, 1.7765)  -0.649
C (-4.9678, 3.1261, -3.1920)  0.027
C (1.9807, 0.6493, 7.6225)  1.449
H (6.9588, 0.7318, -2.3265)  0.252
H (2.3699, -3.3759, -4.7261)  0.306
H (4.1952, 0.9435, 7.4240)  0.372
C (2.8790, -5.8814, -3.5394)  1.595
O (4.4858, 1.1159, -2.6410)  -0.449
H (3.7523, -1.8890, -2.9373)  0.334
H (4.0332, 6.7411, -2.8213)  0.386
H (2.6555, 8.6611, -0.6244)  0.411
H (1.6429, -4.9719, 3.6573)  0.430
H (3.6172, 3.4102, 1.9823)  0.493
H (1.0864, -0.7219, 8.9044)  0.454
C (4.5600, -2.5602, -2.6242)  -2.259
C (-1.5647, -4.6359, -5.5074)  -0.074
O (-5.5538, -2.7518, -3.1475)  -0.500
C (-6.2945, -2.7517, -1.9504)  -0.250
H (1.5712, 0.3107, 3.7759)  0.378
H (4.1485, 7.8570, -0.7060)  0.400
H (2.3144, -2.2870, 3.3805)  0.285
H (5.2501, -2.6865, -3.4574)  0.507
H (3.8168, -6.4908, -0.9894)  0.237
H (-4.5614, 2.1440, -2.9516)  0.060
H (-7.6525, -1.3926, -0.8455)  0.098
H (1.3453, -7.2361, -2.8703)  0.329
H (-2.9116, -5.2699, -0.5498)  0.473
H (-3.2315, -2.1399, 0.8486)  -0.359
H (-0.0120, 3.0232, 6.3565)  0.332
H (3.9969, 1.1305, -1.8120)  0.300
H (-1.3804, 1.8893, 6.3384)  0.327
H (3.1121, -2.6800, -0.6324)  0.498
C (3.5783, 6.0911, 1.5227)  -1.160
H (0.4018, -1.0511, 5.1349)  0.052
H (-5.0813, 6.3628, 2.8188)  0.286
H (-7.5560, -2.7813, 2.8898)  0.438
H (-2.5758, 0.1825, 1.6143)  0.684
C (-0.1416, -0.2991, 5.7075)  -1.071
C (-7.2403, -1.9121, 2.3046)  -0.516
C (3.1798, 7.4925, 1.1270)  -0.792
H (-1.7119, 2.1253, 0.1816)  0.551
H (3.3581, 5.9951, 2.5880)  0.377
H (3.8022, -7.8747, -2.8782)  0.375
H (-5.6977, 4.5362, -2.2045)  0.306
H (-4.6210, 7.6587, 1.8010)  0.380
H (0.4430, 6.3142, -2.0229)  0.396
O (0.9641, -2.1583, 1.9115)  -0.028
H (-0.6735, -1.7667, 7.1685)  0.437
H (-1.5111, -8.2475, -2.8157)  0.282
H (-2.2673, -2.5145, -5.5247)  0.265
C (2.4882, 6.5963, -1.2303)  1.467
C (-3.3226, -0.0627, -0.9467)  -1.696
H (-0.4545, 1.1218, -3.2917)  0.436
C (6.8185, 1.7060, -2.8129)  -0.520
H (0.7381, 5.8028, 1.5071)  0.439
H (-1.5319, -2.5680, 0.5395)  -0.061
H (-8.0708, -1.1760, 3.8781)  0.330
O (-0.4289, -2.8196, -6.3682)  -0.569
H (4.7870, -6.8789, -3.9201)  0.363
H (-7.5940, -1.9722, 1.2767)  -0.034
H (0.2214, -4.0836, 1.6114)  0.110
H (-1.2099, -0.2339, 5.4940)  0.483
C (3.5730, 3.7078, 0.9274)  -1.697
O (2.1846, -3.5812, -3.8025)  -0.277
O (-2.0962, -4.8679, -6.7989)  -0.600
H (5.1187, 2.9912, -3.2428)  0.332
H (3.5386, -0.7250, 7.2964)  0.364
H (5.3548, 2.7762, -1.6043)  -0.047
H (5.1651, -4.7919, -0.6956)  0.343
C (-2.5177, -6.8150, -1.9957)  -0.897
H (2.2424, 7.8922, 1.5336)  0.323
H (-2.7153, -2.6812, -0.7304)  0.140
C (-2.4190, -2.0764, 0.1297)  -0.916
O (2.5916, -3.0798, 3.8760)  -0.618
H (-1.1506, -0.7285, -2.9708)  0.237
C (-1.3779, -3.1245, -5.3287)  0.623
H (0.7675, 7.9255, -1.5293)  0.403
H (-7.0216, -3.5632, -1.8521)  0.459
H (2.6053, 5.7188, -3.2503)  0.360
H (-3.5286, -6.7441, -2.4054)  0.312
H (1.7490, 1.4480, 9.5514)  0.505
H (2.1933, 0.8467, -1.8199)  -0.188
C (-1.0639, 1.4863, 0.8022)  -0.801
H (4.9767, -1.9262, -1.8399)  0.430
O (-3.7422, 4.4448, 1.6444)  -0.512
H (-0.9731, 2.0943, 1.7043)  0.954
H (-3.0957, 3.9654, 1.1182)  0.355
H (0.0259, 1.0080, 3.3586)  0.046
C (-2.0236, -0.6547, -0.3237)  3.250
H (-5.7377, 0.0463, 1.8251)  0.204
H (-6.5885, -0.5521, -2.0505)  0.178
C (0.6349, -3.4658, 2.4061)  0.213
C (4.0328, -6.8376, -3.1339)  -1.065
O (-1.5933, -7.3108, -2.9926)  -0.417
C (1.3634, 4.9149, 1.4346)  -2.037
C (1.3364, 1.6784, 8.5598)  -1.758
H (4.6363, 5.9135, 1.3295)  0.417
H (5.8832, -4.6565, -2.3873)  0.401
H (-3.2527, 6.1023, 0.4160)  0.229
C (2.6005, -6.1220, -5.0485)  -1.958
H (2.5592, 7.4714, -3.1938)  0.448

Its calculated total energy is -102832.3232 eV. The value obtained for the energy relative to the best compared isomer or geometry (same formula, charge and spin) is 4.8165 eV. As for the LUMO energy: 0.3 eV. The SMILES is CC1(C)CCCC(C)(C)N1O.CC1(C)CCCC(C)(C)N1O.CC1(C)CCCC(C)(C)N1O.CC1(C)CCCC(C)(C)N1O.OCCO.OCCO.OCCO.OCCO.OCCO.OCCO.OCCO.OCCO. The HOMO energy comes out at -7.697 eV. Its frontier orbital gap is 0.294 Ha.



# 2
Molecular formula: C52H126BF4N6O10
Method: DFT, ωB97M-V/def2-TZVPD

Each line ends with the Löwdin spin population.
Atoms and positions in Å:
C (-1.5770, -4.6634, -3.9443)  0.005
H (-9.4264, 0.5550, 1.8764)  0.000
H (-1.7036, -0.5876, -6.2454)  0.001
C (4.3039, -1.8564, -0.2844)  0.070
C (-3.9618, 2.2365, 1.8557)  0.000
C (-4.0490, -5.6296, -2.1682)  0.001
C (5.1517, 4.3098, -5.6970)  0.004
H (-5.2058, 0.7417, 0.6805)  0.000
H (3.3024, -1.9724, -0.6986)  0.027
C (-1.7388, -2.4407, -5.1991)  0.003
H (6.7117, 1.4116, -6.5065)  0.001
O (-4.1011, 3.0676, -2.0658)  0.000
H (0.3633, 2.7196, 2.6256)  0.000
H (-3.1226, -5.4158, -1.6350)  0.001
C (0.0715, 2.0599, 3.4428)  0.000
H (5.1375, 5.2638, -5.1700)  0.001
H (0.3427, -4.1168, 2.4516)  0.003
H (4.0191, -3.9554, 2.8298)  0.002
H (5.2851, 1.3297, -2.9820)  0.012
C (-0.7182, 5.8500, -1.7988)  0.001
H (2.2333, 0.1129, 2.7979)  0.000
H (4.1231, 3.4224, -4.1330)  0.006
H (6.3713, 0.1760, -5.3943)  0.024
H (-1.9879, 9.5793, 0.7475)  0.000
H (-0.8507, -2.8760, 6.9483)  0.000
C (-0.3397, -3.0570, 4.3179)  0.001
C (-1.6018, 8.9781, 1.5706)  0.000
H (-4.7735, -5.1452, -1.5136)  0.000
C (0.0933, -2.7767, -3.3916)  0.019
H (3.8690, -4.2859, 1.1066)  0.011
H (5.8403, -2.3956, 1.9935)  0.002
H (-5.6834, -0.7038, 4.1853)  0.000
C (-6.9629, 0.4893, 2.8421)  0.000
C (-1.9304, 5.6298, -2.7114)  0.000
C (3.0469, -2.2955, 1.8262)  0.006
H (-3.1756, 2.2223, 2.6105)  0.000
H (-4.8838, 2.6071, 2.3037)  0.000
H (4.8242, -1.0914, -0.8606)  0.023
C (0.0903, 2.9923, -1.6672)  0.004
C (-5.5529, 0.1395, 3.5071)  0.000
H (2.6244, 1.9918, -3.5024)  0.004
H (5.8023, 3.4185, -3.8489)  0.005
H (-0.8555, 2.8896, 0.2875)  0.000
C (4.1872, 1.4165, -6.3164)  0.034
H (1.1541, 3.1375, -1.4794)  0.005
N (4.1204, -1.3606, 1.1276)  0.005
C (4.6013, 1.0128, -3.7695)  0.068
H (-9.3536, -1.1146, 1.2787)  0.000
H (4.1367, 0.3717, -6.6227)  0.031
H (-2.5311, -3.8243, 9.4304)  0.000
C (-1.4806, -0.9040, -5.2264)  0.010
H (-2.5990, -4.3576, 3.8764)  0.000
H (4.2578, 0.7687, 0.5945)  0.010
C (6.7021, 5.3920, -7.2566)  0.000
H (-1.1455, -2.9071, -5.9855)  0.002
H (0.7097, -2.9276, 4.5824)  0.001
H (-0.0714, 3.3219, -2.6935)  0.002
H (0.0795, -1.7113, -3.1620)  0.006
H (-9.4075, -0.8612, 3.0009)  0.000
H (8.6757, 1.6204, -4.7472)  0.000
H (-1.8213, 4.6230, -3.1145)  0.000
C (5.4056, -1.3962, 2.0103)  0.006
C (-0.3586, -3.3539, 2.7897)  0.004
H (-1.9123, 6.2768, -3.5885)  0.000
C (-3.0993, -4.1112, 8.5456)  0.000
C (3.0687, 0.6686, 2.3719)  0.003
H (-2.6887, -3.3249, 5.3452)  0.000
H (-3.2825, -2.2433, -3.1844)  0.000
H (3.1464, 1.6812, -6.1299)  0.009
H (2.4813, -4.4129, 2.0956)  0.003
C (-2.1359, 5.4660, 0.3576)  0.000
H (-5.2317, -2.4154, 2.6409)  0.000
H (2.7221, 1.6815, 2.1670)  0.001
H (-0.5992, -4.6386, 8.7285)  0.000
H (5.2081, -1.4360, 3.0815)  0.002
C (-2.3518, -4.2769, 4.9350)  0.000
H (2.5177, 0.4456, -4.2305)  0.025
C (5.0737, 3.2874, -4.6490)  0.014
H (7.3061, 6.1286, -6.7268)  0.000
H (-1.8452, -1.5226, -2.5036)  0.000
H (0.8346, 6.3987, 0.2487)  0.000
H (0.0025, 1.9090, -1.7502)  0.001
N (-4.4428, -0.2717, 2.4387)  0.000
N (5.0800, 1.7379, -5.1252)  0.003
H (-5.6184, -1.5415, 1.2757)  0.000
H (-5.2408, 1.0706, 3.9801)  0.000
H (2.0320, -2.8090, -4.1169)  0.058
H (7.2467, 1.8928, 0.4596)  0.004
C (3.3804, -3.8124, 1.9582)  0.022
C (-2.3227, -2.4774, -2.7238)  0.001
F (-1.1808, 0.3599, -0.3208)  0.001
H (-3.7602, 2.9532, 1.0596)  0.000
C (-2.3273, 6.9753, 0.6350)  0.000
H (-2.9621, 5.0631, -0.2282)  0.000
H (0.3504, 5.2316, 1.4517)  0.000
O (6.4084, 4.2598, -6.3603)  0.001
H (-0.3386, 1.1045, 3.1155)  0.000
H (-0.4646, -0.5404, -5.0730)  0.010
H (0.5312, -3.7425, 6.7019)  0.000
H (8.0195, 0.9980, -0.8786)  0.002
C (6.4885, 1.2582, -5.4507)  0.017
H (-0.9780, -4.9301, -4.8150)  0.002
C (-9.0267, -0.4404, 2.0703)  0.000
C (0.4912, 5.3725, 0.3800)  0.002
C (-3.0690, -0.3171, 3.1309)  0.000
H (4.8400, -0.0438, -3.8903)  0.073
H (-1.9733, 3.1613, -1.0207)  0.000
H (-2.6242, -2.1458, 1.3304)  0.000
H (1.2840, 4.7233, 0.0084)  0.003
H (-0.4791, -5.8733, 3.7026)  0.001
H (-3.8659, -2.2420, 0.0757)  0.000
H (5.8237, 5.9074, -7.6450)  0.000
H (1.4028, -6.1077, 5.9874)  0.000
H (-3.2170, 7.0795, 1.2560)  0.000
H (-2.4798, 7.5057, -0.3049)  0.000
O (-2.3645, -5.1246, 7.8504)  0.000
H (0.8183, -3.2110, -5.4331)  0.010
H (7.6163, 1.2073, -3.5109)  0.005
N (-1.3868, -3.1273, -3.7994)  0.001
N (-0.8343, -4.2220, 5.2010)  0.000
H (-0.9003, -2.1780, 4.6359)  0.000
C (3.4970, 0.1329, 1.0472)  0.009
H (-2.9710, 0.5974, 3.7157)  0.000
H (-2.7843, -5.1923, 5.3388)  0.000
H (-2.2612, 8.9483, 2.4380)  0.000
C (-4.7576, 2.0211, -1.9726)  0.000
H (-0.6564, 9.4529, 1.8330)  0.000
H (-2.9459, -6.2715, -4.4131)  0.000
H (-3.2981, -4.7834, -5.3140)  0.000
H (-2.7827, -2.7013, -5.3736)  0.000
B (-0.1102, -0.4953, -0.1483)  0.008
H (-3.0804, -3.1492, 8.0333)  0.000
N (-0.8550, 5.0264, -0.4216)  0.000
H (5.9593, 0.6138, 2.1324)  0.000
O (-1.2622, 7.6429, 1.1696)  0.000
H (4.4493, 2.0566, -7.1589)  0.003
H (-2.1873, -0.3621, -4.5979)  0.000
O (-7.6126, -0.5741, 2.1856)  0.000
O (-1.4471, 2.2747, 5.2423)  0.000
O (-5.9750, 1.9814, -1.6700)  0.000
C (3.1228, 1.0228, -3.5314)  0.058
C (-0.9413, -4.9492, 7.7413)  0.000
F (0.7445, -0.3513, -1.1936)  0.010
H (-6.8703, 1.4027, 2.2544)  0.000
H (2.6849, -0.0433, 0.3419)  0.003
H (-1.1448, -5.1399, -3.0644)  0.005
H (7.5589, 2.8256, -4.2370)  0.001
H (-2.2792, -0.3495, 2.3804)  0.000
C (-0.5487, -3.8889, 6.6821)  0.000
H (-4.1310, 0.4376, -3.3713)  0.000
C (-0.9896, 3.4406, -0.6433)  0.000
C (6.3334, -0.3097, 1.6904)  0.004
H (4.3804, 4.2536, -6.4651)  0.001
C (7.6329, 0.9256, 0.1379)  0.010
H (-4.2567, -6.6967, -2.2468)  0.000
O (-4.0818, -4.8747, -3.3181)  0.000
C (1.1184, -3.3357, -4.3927)  0.086
H (3.8288, 0.8149, 3.1394)  0.000
H (2.9475, 0.5743, -2.5535)  0.014
C (-0.2657, -5.6705, 4.7521)  0.001
F (0.3846, -0.2722, 1.1138)  0.001
H (-2.9142, 5.9227, -2.3445)  0.000
C (-3.9603, 0.7133, -2.3306)  0.000
H (1.7332, -6.7126, 4.4993)  0.001
C (-3.0110, -5.1858, -4.3425)  0.001
H (-0.3754, -5.8656, 7.5735)  0.000
H (-2.4014, -3.0834, -1.8212)  0.000
H (-7.6568, 0.8347, 3.6084)  0.000
H (0.8243, 1.9442, 4.2225)  0.000
H (-0.8516, -6.3657, 5.3533)  0.000
F (-0.6754, -1.7873, -0.1796)  0.004
C (-4.7660, -1.7366, 1.9264)  0.000
H (7.2656, -0.5068, 2.2197)  0.000
H (1.8645, -4.9450, 4.8333)  0.001
C (-0.9934, 2.7834, 4.2318)  0.000
C (7.6361, 1.7595, -4.4504)  0.008
H (-0.0506, -2.4051, 2.3503)  0.000
H (3.0536, -1.8724, 2.8307)  0.001
H (0.1729, 5.5431, -2.3465)  0.001
O (-1.3494, 3.9502, 3.8829)  0.000
H (-4.1139, -4.4288, 8.7859)  0.000
C (1.2521, -5.8402, 4.9416)  0.002
H (4.7945, -2.8275, -0.2173)  0.023
H (-3.0115, -1.2102, 3.7532)  0.000
H (1.2832, -4.4087, -4.2948)  0.012
C (-4.3050, 0.7820, 1.2929)  0.000
H (-4.4204, -0.1094, -1.7833)  0.000
H (-2.1174, 4.9374, 1.3106)  0.000
H (-3.7907, -3.5322, 1.2202)  0.000
H (-3.5020, 0.4089, 0.6572)  0.000
H (-0.5570, 6.8293, -1.3481)  0.000
H (-2.9331, 0.7993, -1.9763)  0.000
H (8.4707, 0.6612, 0.7831)  0.000
H (2.1738, -2.0323, 1.2291)  0.002
H (0.1624, -3.3023, -2.4392)  0.014
H (-1.3064, -3.5013, 2.2721)  0.001
H (7.3755, 5.1979, -8.0914)  0.000
C (-3.6481, -2.4561, 1.1220)  0.000
O (6.6649, -0.1275, 0.3159)  0.018

Its calculated total energy is -96907.9020 eV. Its expectation value of S² is 0.7508. As for the LUMO energy (alpha / beta): -3.6 / -3.7 eV. Its multiplicity is 2. As for the net charge: +2. The HOMO energy (alpha / beta) comes out at -5.827 / -9.743 eV. Its frontier orbital gap (alpha / beta) is 0.080 / 0.223 Ha.